DFT (ωB97M-V/def2-TZVPD) results for a structure of composition C12H14N2PTb in a non-equilibrium geometry.

Structure (XYZ):
```
30
Properties=species:S:1:pos:R:3:forces:R:3:mulliken_charge:R:1
C 0.36834 -0.59977 -1.85002 -1.0411 -0.9683 0.9741 -1.06
C -0.53982 0.12905 -2.58527 -0.4259 -0.3198 -1.4174 0.06
C -0.65123 1.53757 -2.38308 -0.4215 0.1414 0.4239 -0.72
C 0.38883 2.18338 -1.63838 0.2772 1.5041 -1.0685 0.23
C 1.28258 1.44306 -0.90162 -0.5998 0.4940 1.5132 -1.11
Tb -0.59287 0.53017 -0.15005 1.1511 -0.7530 0.0569 0.76
P 0.21698 -2.13469 0.71470 0.0283 -0.7622 -0.1295 -0.10
H 0.59956 -1.64778 -2.04876 -0.0083 0.1642 -0.5726 0.38
H -1.24136 -0.32303 -3.29990 0.5426 0.1848 -0.1992 0.29
H -1.42560 2.11353 -2.89846 0.3287 -0.1791 0.2198 0.35
H 2.13185 1.89729 -0.38580 0.1194 0.1336 -0.4651 0.44
H 0.38604 3.28013 -1.65209 0.3074 -0.1946 -0.4136 0.26
H 1.51571 -2.35223 1.26065 -0.3265 0.2004 0.0217 0.09
H 0.30500 -3.23406 -0.17859 -0.1253 0.2551 0.1054 0.08
H -0.49602 -2.86649 1.71675 0.3340 -0.0798 0.0085 0.05
N -0.19489 0.15354 4.36207 0.1047 -0.2164 1.0286 -0.07
C -0.66947 -0.08293 3.12638 1.7744 1.7486 -0.9766 -0.45
N -0.03767 0.71100 2.23224 -0.9767 -0.8843 1.1148 -0.19
C 0.86314 1.51544 2.95094 -0.8685 -0.3046 0.0545 0.42
C 1.60947 2.62899 2.54970 0.2569 0.1887 0.3640 -0.38
C 2.19954 3.40545 3.56054 -0.2049 -0.5113 -0.6378 -0.66
C 2.09070 3.04973 4.91657 -0.3828 -0.7852 0.2746 -0.40
C 1.37307 1.90361 5.30623 0.6358 0.5838 0.1201 -0.80
C 0.76735 1.17066 4.29695 -0.6241 -0.0952 0.1531 0.50
H -0.48182 -0.33876 5.20717 0.1536 0.3366 -0.4919 0.21
H -1.44712 -0.81030 2.91045 0.2898 0.1847 0.0090 0.47
H 1.68884 2.84497 1.48428 -0.0127 0.1782 0.3268 0.25
H 2.76249 4.30177 3.29704 -0.1670 -0.2942 0.0087 0.38
H 2.57261 3.67563 5.67095 -0.1875 -0.2696 -0.2190 0.36
H 1.28058 1.57858 6.34270 0.0689 0.3193 -0.1864 0.34
```
Forces are in eV/Å.

Calculated values
Total charge: 0
Expectation value of S²: 12.8327
Strongest force on any atom (eV Å⁻¹): 2.7
Gap between HOMO and LUMO (alpha / beta) (eV): 4.96 / 5.27
Multiplicity: 7
Electronic energy (hartree): -1740.770962
LUMO energy (alpha / beta) (eV): -0.18 / -0.03
HOMO energy (alpha / beta) (eV): -5.1 / -5.3
Molar mass (g/mol): 376.16

DFT (ωB97M-V/def2-TZVPD) results for the molecule C12H14N2S in a non-equilibrium geometry.

Structure (XYZ):
```
29
Properties=species:S:1:pos:R:3:forces:R:3:mulliken_charge:R:1
C 3.65259 0.74472 -0.10685 -0.8083 -0.4123 -0.1972 -0.58
C 3.89704 -0.64206 -0.10957 -1.7888 -1.4519 0.1480 -0.60
C 2.37324 1.20792 -0.13039 0.3641 0.9863 0.8221 -0.74
C 2.85556 -1.56474 -0.26926 0.1472 -0.7263 1.4100 -0.44
C 1.29592 0.32082 -0.06192 -1.2012 -1.8254 -0.5940 1.57
C 1.52596 -1.10269 -0.17248 1.2506 1.8489 -0.2957 0.17
C -0.09421 0.39927 0.02547 0.5523 0.9737 -0.1084 -0.43
C -1.88380 -1.41032 -0.22324 2.9087 -2.1987 0.5174 -0.15
C -0.94780 1.65574 0.12350 -0.4099 0.7377 1.1804 0.66
C -2.05918 -2.93659 -0.22862 -0.3692 3.2232 0.1670 -1.17
C -1.92533 1.64878 -1.05515 -1.9519 2.0295 1.2894 -1.60
C -1.61795 1.61242 1.59710 0.5507 0.5518 -1.8219 -1.31
N 0.43874 -1.82969 -0.10980 -1.1051 0.2506 -0.0974 -1.16
N -0.58162 -0.90526 -0.00587 -0.5242 0.0501 -0.8443 0.69
S -0.22914 3.39718 0.01569 0.1265 -1.4944 0.0502 -0.08
H 4.48102 1.41050 -0.01894 0.3528 0.4269 0.0286 0.44
H 4.83436 -0.93048 0.28524 1.1189 -0.7145 -0.4791 0.36
H 2.19858 2.25487 0.02182 -0.0739 0.3418 -0.3091 0.27
H 2.79998 -2.67708 -0.13463 1.3444 0.9911 -0.3301 0.34
H -2.69028 -0.79824 -0.32482 -1.6094 1.7488 -0.0648 0.50
H -3.07417 -3.05104 0.12631 -0.0587 -0.6323 0.6641 0.38
H -1.22831 -3.20755 0.39639 -0.0917 -1.3735 0.0693 0.34
H -2.08993 -3.29108 -1.24024 0.6571 -0.5520 -0.5215 0.26
H -2.66640 0.89541 -0.89963 -0.4647 -0.5291 0.0139 0.29
H -1.43412 1.42563 -1.96765 0.5031 0.1389 -0.9191 0.44
H -2.55806 2.62235 -1.09278 1.3312 -1.4425 -0.1686 0.42
H -2.00514 0.59609 1.55121 -0.2036 -0.0375 1.0583 0.38
H -2.44815 2.34975 1.63043 0.6121 -0.4498 0.2220 0.39
H -0.81941 1.80538 2.37867 -1.1591 -0.4593 -0.8896 0.35
```
Forces are in eV/Å.

Calculated values
Total charge: 0
Strongest force on any atom (eV Å⁻¹): 3.7
Gap between HOMO and LUMO (alpha / beta) (eV): 7.23 / 5.11
Multiplicity: 1
Electronic energy (hartree): -973.188256
LUMO energy (alpha / beta) (eV): -0.62 / -2.10
HOMO energy (alpha / beta) (eV): -7.8 / -7.2
Molar mass (g/mol): 218.33
Relative energy (zero: lowest compared OMol25 entry of this formula, charge and spin) (kJ/mol): 451.31

DFT (ωB97M-V/def2-TZVPD) results for a cluster of 2 separate species, C12H14N4O2 in total in a non-equilibrium geometry.

Structure (XYZ):
```
32
Properties=species:S:1:pos:R:3:forces:R:3:mulliken_charge:R:1
C 2.11283 0.05182 2.29174 0.3727 -0.2804 -0.0187 -0.86
N 0.80429 0.58683 1.89333 -0.9852 -0.3727 -1.0397 0.19
C 0.34887 1.80134 2.58312 0.0439 0.4286 0.2528 -0.77
C 0.04877 -0.05234 1.03018 0.9410 -0.4071 1.2319 -0.58
C -1.31388 0.34788 0.72394 -1.2806 0.8320 -0.4295 0.34
C -1.58941 1.65070 0.24460 0.1097 -0.4918 0.2342 -0.16
C -2.89868 2.06150 0.02249 -0.1125 -0.1847 -0.0563 -0.72
C -3.96234 1.17665 0.25012 0.4429 -0.0559 0.0290 -0.37
C -3.70358 -0.12262 0.71017 -0.0940 0.3755 -0.0443 -0.59
C -2.39494 -0.54184 0.93976 0.6681 0.3211 0.0250 -0.20
H 2.59300 0.79231 2.93885 -0.0064 -0.3249 -0.2613 0.30
H 1.97973 -0.88671 2.84941 0.0104 0.3296 -0.1638 0.33
H 2.73840 -0.14545 1.41240 -0.2647 0.0831 0.1190 0.34
H 1.10592 2.03077 3.34066 -0.3984 0.0679 -0.1770 0.30
H 0.25829 2.65484 1.89537 0.1235 -0.3940 0.3214 0.30
H -0.62233 1.62784 3.06900 0.3112 0.0262 -0.2279 0.37
H 0.46266 -0.97176 0.60495 -0.1022 0.2852 0.0719 0.69
H -0.75690 2.32478 0.03436 -0.3145 -0.1824 -0.0127 0.53
H -3.08648 3.07706 -0.33578 0.0239 -0.4055 0.0798 0.37
H -4.98464 1.50827 0.05619 0.3201 -0.1807 0.1216 0.38
H -4.54170 -0.79498 0.90362 0.3474 0.1371 -0.0856 0.37
H -2.18633 -1.53609 1.33970 -0.1363 0.2142 -0.2408 0.41
N 1.32871 -0.85078 -1.32465 0.0582 -0.1446 -0.1119 -0.13
C 2.05663 -0.01026 -2.13747 0.0373 -1.7629 -1.0112 -0.40
N 2.50929 -0.60057 -3.26725 -0.5731 0.2401 1.1774 -0.60
C 2.04058 -1.88369 -3.16179 -0.1006 1.4758 0.9981 0.15
N 2.33152 -2.83485 -4.17064 0.2611 -0.6631 -0.8509 0.93
O 1.87095 -3.98661 -4.03117 0.5287 1.1845 -0.2213 -0.63
O 3.02347 -2.46522 -5.12390 -0.7908 -0.8035 0.8800 -0.56
C 1.31030 -2.05709 -1.97786 0.9469 0.9556 -1.0621 -0.58
H 2.26238 1.03921 -1.90600 -0.1588 -0.4773 -0.0185 0.39
H 0.85463 -2.99093 -1.69747 -0.2289 0.1750 0.4915 0.44
```
Forces are in eV/Å.

Calculated values
Total charge: 0
Strongest force on any atom (eV Å⁻¹): 2.0
Gap between HOMO and LUMO (eV): 5.93
Multiplicity: 1
Electronic energy (hartree): -834.993078
LUMO energy (eV): -1.44
HOMO energy (eV): -7.4
Molar mass (g/mol): 246.27
Relative energy (zero: lowest compared OMol25 entry of this formula, charge and spin) (kJ/mol): 555.70

DFT (ωB97M-V/def2-TZVPD) results for a structure of composition C12H14N4O7RuS2 in a non-equilibrium geometry.

Structure (XYZ):
```
40
Properties=species:S:1:pos:R:3:forces:R:3:mulliken_charge:R:1
Ru 0.10587 -0.42616 -0.15496 1.0755 0.1720 0.3719 0.83
O 0.86889 2.14429 1.08731 0.0043 0.2150 -0.1219 -0.51
C 1.12936 1.69969 2.40173 -0.0284 -0.0823 -0.1988 -0.73
C -0.14856 1.02910 2.84566 -0.1068 -0.1231 0.1425 -1.05
N -0.42326 -0.23546 2.13198 0.1281 0.4350 -0.1586 0.99
C -1.87321 -0.51175 2.13810 0.0014 -0.0639 0.0483 -0.44
C -2.57887 0.23494 1.00963 0.1093 0.0507 -0.1272 0.28
O -3.66604 0.76159 1.18748 -0.0350 0.0038 0.0501 -0.73
O -1.92429 0.19991 -0.09759 -0.1260 -0.1811 -0.4128 -0.65
C 0.29201 -1.35241 2.75359 0.0030 0.0143 -0.0155 -0.73
C 0.14971 -2.57470 1.85807 0.1826 0.0928 -0.0568 0.38
O 0.03429 -3.69233 2.32408 0.1034 0.0280 0.0514 -0.74
O 0.17675 -2.29320 0.59718 -0.7511 -0.2882 -0.0538 -0.47
H 1.67479 2.29637 0.58163 -0.0199 -0.1473 0.0172 0.33
H 1.35344 2.54624 3.05918 -0.0166 -0.0369 0.1015 0.42
H 1.97509 1.00550 2.42866 0.0109 -0.0240 0.0049 0.32
H -0.97280 1.71782 2.65110 0.0107 -0.0064 -0.0487 0.50
H -0.12417 0.83025 3.92474 -0.0249 0.0355 0.0203 0.32
H -2.31909 -0.28636 3.11044 0.0026 0.0486 -0.0119 0.30
H -2.01317 -1.57484 1.93192 -0.0413 0.0003 0.0502 0.38
H -0.09139 -1.57176 3.75506 -0.0166 0.0167 0.0006 0.27
H 1.35275 -1.10232 2.81767 0.0187 -0.0389 0.0085 0.40
S 2.39195 -0.60388 -0.09257 0.0651 -0.0937 0.0743 -0.48
C 2.67500 -1.95653 -1.14266 -0.0514 0.1586 0.0593 0.82
C 3.95634 -2.59017 -1.10102 0.0053 0.0307 -0.0107 -0.10
N 5.00126 -3.06995 -1.05013 0.0039 -0.0048 0.0008 -0.52
C 1.71317 -2.33961 -2.02003 -0.1688 0.1101 -0.1035 0.43
S 0.19687 -1.48429 -2.11338 -0.1247 -0.2222 -0.3342 -0.37
C 1.91300 -3.40781 -2.94893 0.0616 -0.0488 0.0728 -0.08
N 2.06238 -4.27145 -3.69519 -0.0196 0.0372 -0.0483 -0.53
N -2.21700 2.44503 -3.72875 -0.0672 -0.0785 0.0831 -0.74
C -1.42307 1.44140 -3.00758 -0.0492 -0.0704 0.0696 0.03
C -0.28229 2.11046 -2.26988 0.5893 -0.0096 0.0798 0.53
O -0.11550 3.38963 -2.57830 -0.0071 -0.0001 -0.0349 -0.53
O 0.49659 1.55242 -1.52136 -0.7002 0.1082 0.2932 -0.49
H -2.48327 2.11602 -4.64535 0.0305 -0.0038 -0.0171 0.23
H -0.84013 3.57797 -3.22038 -0.0062 0.0566 0.0133 0.41
H -3.06965 2.64228 -3.21930 0.0061 0.0186 -0.0239 0.21
H -0.95534 0.73899 -3.70042 -0.0365 -0.0014 0.0281 0.32
H -1.99845 0.86508 -2.28743 -0.0149 -0.1073 0.1368 0.20
```
Forces are in eV/Å.

Calculated values
Total charge: -1
Expectation value of S²: 0.7606
Strongest force on any atom (eV Å⁻¹): 1.2
Gap between HOMO and LUMO (alpha / beta) (eV): 7.07 / 7.15
Multiplicity: 2
Electronic energy (hartree): -2102.809216
LUMO energy (alpha / beta) (eV): 2.38 / 1.90
HOMO energy (alpha / beta) (eV): -4.7 / -5.2
Molar mass (g/mol): 491.47
Relative energy (zero: lowest compared OMol25 entry of this formula, charge and spin) (kJ/mol): 37.97